Record 1
This record from the OMol25 dataset describes the molecule C6H11N. The level of theory is the ωB97M-V functional and the def2-TZVPD basis.

Values from the calculation:
Frontier orbital gap in eV: 7.756
Net charge: 0
SMILES: C/C=C/C=C/NC

The geometry in XYZ format:
```
18
Properties=species:S:1:pos:R:3:forces:R:3:nbo_charge:R:1
C 0.77815 0.07370 -3.13863 4.4 1.6 3.5 -0.670
C 1.01782 -0.14765 -1.55080 0.0 -0.1 -2.1 -0.258
C 1.23175 0.96278 -0.80253 0.3 0.9 1.7 -0.209
C 0.62468 1.07149 0.56575 -0.5 -2.5 -0.7 -0.402
C -0.49062 0.23583 0.77441 2.3 -0.6 -0.7 0.082
N -1.01301 0.05144 1.99049 -1.3 1.4 1.7 -0.596
C -1.81025 -1.10862 2.47494 1.5 1.9 0.5 -0.406
H -0.26300 0.26818 -3.44987 0.7 -0.8 0.0 0.232
H 1.34066 1.15578 -3.10043 -1.3 -2.3 -1.1 0.201
H 1.51332 -0.70803 -3.51426 -1.7 1.0 -0.9 0.222
H 1.36114 -1.12757 -1.14291 -1.6 0.4 -0.1 0.205
H 1.93274 1.74584 -1.21136 -1.7 0.0 0.2 0.191
H 1.11130 1.34582 1.51867 -0.1 0.7 -0.9 0.203
H -0.78986 -0.55572 0.04771 -0.1 1.3 0.1 0.206
H -0.78623 0.79327 2.66524 -0.2 -0.9 -0.4 0.385
H -1.92018 -0.91561 3.56716 -0.2 -0.5 -0.9 0.210
H -1.07241 -1.86228 2.31954 -0.3 -1.6 0.2 0.202
H -2.76601 -1.27866 1.98689 0.1 0.1 -0.1 0.203
```
Forces are in eV/Å.


Record 2
This record from the OMol25 dataset describes the molecule C6H11N. The level of theory is the ωB97M-V functional and the def2-TZVPD basis.

Values from the calculation:
Frontier orbital gap in eV: 8.704
Net charge: 0
SMILES: C=CC(N)=C(C)C

The geometry in XYZ format:
```
18
Properties=species:S:1:pos:R:3:forces:R:3:nbo_charge:R:1
C 2.30298 -1.48300 0.62460 -0.3 -0.5 0.1 -0.393
C 1.01623 -1.24040 0.40437 0.1 0.6 -0.1 -0.210
C 0.45331 0.11681 0.22825 -0.4 0.2 0.2 0.112
N 1.11359 1.16207 0.92481 0.5 0.1 -0.3 -0.814
C -0.75657 0.31645 -0.31667 -0.1 -0.1 -0.2 -0.037
C -1.53108 1.58315 -0.14947 -0.6 0.4 -0.3 -0.637
C -1.46679 -0.77604 -1.06816 0.6 -0.3 0.2 -0.634
H 2.60491 -2.46422 0.97623 0.2 0.1 -0.3 0.205
H 3.05023 -0.71741 0.47967 0.2 0.0 0.2 0.185
H 0.28139 -2.03464 0.45694 0.1 -0.1 0.1 0.208
H 2.08299 0.94217 1.10057 -0.1 -0.1 0.2 0.366
H 1.10704 2.04092 0.42143 -0.2 -0.1 0.0 0.367
H -2.16231 1.79130 -1.02245 0.3 0.0 -0.1 0.210
H -0.95340 2.48021 0.05946 0.1 -0.1 0.0 0.211
H -2.27302 1.49866 0.65157 0.2 -0.2 0.2 0.220
H -1.96022 -0.40445 -1.96790 -0.1 0.0 0.2 0.215
H -0.73694 -1.51797 -1.39038 -0.1 -0.1 -0.1 0.216
H -2.17234 -1.29362 -0.41286 -0.3 0.1 -0.2 0.209
```
Forces are in eV/Å.


Record 3
This record from the OMol25 dataset describes a cluster of 3 separate species, C6H11N in total. The level of theory is the ωB97M-V functional and the def2-TZVPD basis.

Values from the calculation:
Frontier orbital gap (alpha / beta) in eV: 5.790 / 5.783
Net charge: 0

The geometry in XYZ format:
```
18
Properties=species:S:1:pos:R:3:forces:R:3:nbo_charge:R:1
C -1.32433 0.28716 0.70738 0.4 0.5 0.5 0.001
N -0.57944 1.33683 1.03389 -0.4 -0.5 -0.3 -0.727
C -0.93472 -0.24021 -1.26494 -0.3 -0.4 -0.5 -0.497
C -1.57807 -1.36286 -1.65351 0.2 0.4 0.2 -0.322
H 0.37450 1.20472 1.42299 0.2 -0.1 0.0 0.450
H -0.90847 2.27371 0.86495 0.0 -0.1 0.0 0.393
H -1.00327 -0.66362 1.10710 0.1 0.0 -0.1 0.217
H -2.39115 0.42809 0.58590 0.1 0.0 -0.1 0.207
H -1.12428 0.67952 -1.81583 -0.1 0.0 0.0 0.200
H -1.40792 -2.30957 -1.14981 0.0 0.0 0.0 0.188
H -2.29169 -1.37726 -2.46974 0.0 0.0 0.0 0.195
C 1.93430 -0.30874 -0.44038 -0.2 0.0 -0.2 -0.751
C 2.14796 0.10635 0.85273 -0.1 0.1 0.2 0.016
C 2.11741 0.54848 2.00857 -0.1 0.0 -0.1 -0.526
H 0.12647 -0.28756 -0.81466 0.1 0.0 0.3 0.291
H 2.29560 0.31175 -1.25345 0.0 0.0 0.1 0.218
H 1.91443 -1.37470 -0.64410 0.0 0.0 0.0 0.216
H 2.63269 0.74793 2.92294 0.0 0.0 0.0 0.232
```
Forces are in eV/Å.


Record 4
This record from the OMol25 dataset describes a structure of composition C6H11N. The level of theory is the ωB97M-V functional and the def2-TZVPD basis.

Values from the calculation:
Frontier orbital gap in eV: 7.109
Net charge: 0

The geometry in XYZ format:
```
18
Properties=species:S:1:pos:R:3:forces:R:3:nbo_charge:R:1
C -2.82106 -0.36688 -0.39807 -1.3 -1.5 -0.4 -0.628
C -1.98769 -0.01022 0.88647 0.5 1.3 -1.0 -0.703
C -0.88309 -0.39545 0.15354 2.0 -0.9 0.6 0.355
N 0.06870 0.41851 -0.34423 0.6 0.4 1.8 -0.578
C 1.48762 -0.15932 -0.27839 -2.2 -0.8 -2.6 -0.291
C 2.94292 0.17227 0.71175 0.7 -1.0 0.5 -0.261
C 2.46360 1.11702 -0.21113 0.5 -0.2 0.7 -0.391
H -2.56816 0.15887 -1.31677 0.1 0.5 0.2 0.218
H -2.76459 -1.44098 -0.72215 0.0 0.3 0.2 0.162
H -3.88716 -0.23327 -0.22989 -0.1 0.4 0.2 0.253
H -2.08458 -0.58819 1.79089 -0.8 -0.8 -0.2 0.221
H -0.57895 -1.44616 -0.08990 -0.4 -0.1 0.2 0.121
H 0.00638 1.19297 0.31540 -0.1 0.8 -0.7 0.399
H 1.68585 -0.64963 -1.22024 0.2 0.2 -0.4 0.238
H 1.36248 -1.05192 0.33620 0.9 0.4 0.9 0.304
H 1.94529 2.05277 0.01455 -0.1 -0.1 0.0 0.202
H 2.59301 0.12936 1.74368 -0.3 0.8 0.0 0.161
H 3.01945 1.10023 -1.14173 -0.2 0.4 -0.2 0.219
```
Forces are in eV/Å.


Computed ΔE to the lowest compared entry with this formula, charge and spin (eV) in order:
4.427 1.141 6.603 9.377